Entry 1:
Density functional theory data (ωB97M-V/def2-TZVPD) for C21H29KN8O4SbSe6 as an isolated structure at a distorted geometry.

Structure (XYZ):
```
70
Properties=species:S:1:pos:R:3:forces:R:3
K -0.09408 -0.13199 0.53900 -0.27 0.18 0.28
Se -3.01056 2.60669 2.67940 -0.04 -0.10 -0.02
Se -3.15479 0.31368 2.74757 0.12 -0.31 0.14
C -1.35148 -0.30765 3.12250 -0.08 -0.07 0.29
C -0.42452 0.43829 3.84112 -0.10 0.04 0.00
C 0.83524 -0.09571 4.02104 -0.01 0.01 0.05
C 1.12854 -1.35375 3.50905 -0.11 -0.06 0.04
C 0.11907 -2.05486 2.87146 -0.27 0.10 0.15
N -1.10327 -1.53406 2.67230 -0.03 -0.07 0.32
C -3.01828 2.87272 0.75292 0.14 0.11 0.09
C -2.60316 4.11443 0.29076 0.03 -0.02 0.01
C -2.62723 4.32500 -1.07782 -0.01 -0.02 -0.06
C -3.06055 3.30679 -1.91256 -0.01 0.02 0.04
C -3.45169 2.10985 -1.33508 0.01 -0.03 0.00
N -3.43882 1.89661 -0.01668 -0.07 -0.05 -0.01
H -0.68971 1.41518 4.21847 0.06 0.04 -0.08
H 1.58650 0.46712 4.56047 0.02 0.03 -0.03
H 2.11336 -1.78813 3.61406 0.00 -0.02 -0.01
H 0.27357 -3.04963 2.47255 0.03 0.02 -0.09
H -2.24075 4.87212 0.97403 0.01 -0.02 0.00
H -2.28453 5.26605 -1.48962 0.00 0.00 0.00
H -3.06608 3.40728 -2.98867 0.02 -0.01 -0.01
H -3.77887 1.28687 -1.96024 -0.02 0.00 0.01
N -2.55527 -1.94069 -0.05998 0.12 -0.30 -0.19
C -1.80653 -2.81077 -0.97370 0.11 -0.06 -0.11
C -2.38185 -4.21586 -1.15648 -0.20 0.01 0.05
C -1.51966 -5.24949 -1.89126 0.16 0.09 0.05
C -0.88349 -4.82743 -3.22031 0.06 0.08 -0.11
N 0.28329 -3.95334 -3.08468 0.03 -0.14 0.61
C 1.41225 -4.27670 -2.48786 -0.29 -0.06 -0.03
N 2.27942 -3.31518 -2.14240 -0.20 0.32 0.10
N 1.71546 -5.57084 -2.27743 0.18 0.00 -0.15
C -0.34775 -2.83134 -0.48539 0.14 -0.34 -0.26
O 0.05134 -3.79693 0.19355 -0.04 -0.04 0.07
O 0.34900 -1.84089 -0.84564 0.40 -1.53 -0.98
H -2.54521 -2.33635 0.87546 -0.03 0.07 0.03
H -3.51796 -1.85012 -0.36512 0.02 0.12 0.03
H -1.80468 -2.29910 -1.94198 0.07 -0.02 -0.01
H -3.34275 -4.11144 -1.67265 -0.03 -0.01 0.03
H -2.58324 -4.62025 -0.16057 -0.06 -0.02 -0.02
H -2.13575 -6.12982 -2.09343 -0.02 0.00 -0.02
H -0.73092 -5.55354 -1.20104 0.00 -0.07 -0.03
H -1.56914 -4.26705 -3.85838 -0.03 -0.04 0.03
H -0.59912 -5.71246 -3.80002 0.00 -0.01 -0.01
H 0.16496 -2.97986 -3.36716 0.03 -0.03 -0.22
H 1.79638 -2.46503 -1.77830 0.07 -0.28 0.03
H 3.05550 -3.60585 -1.56958 0.00 0.03 -0.02
H 1.07359 -6.29017 -2.55161 -0.02 0.01 0.04
H 2.47811 -5.81327 -1.67412 -0.08 -0.01 0.08
C 3.51385 1.12420 2.03931 -0.01 -0.01 0.01
C 3.88169 0.63387 0.68234 0.01 0.05 -0.01
N 3.09183 0.01926 -0.16000 -0.08 0.01 0.11
C 3.84738 -0.22060 -1.28542 -0.13 -0.03 0.00
C 5.11166 0.24899 -1.11629 0.03 0.00 0.05
N 5.12575 0.79264 0.15082 0.08 0.01 -0.03
H 2.43563 1.27327 2.08557 -0.01 0.02 -0.01
H 3.99762 2.07853 2.25565 0.01 0.00 0.00
H 3.80807 0.41074 2.81323 0.00 -0.01 0.00
H 3.41937 -0.68217 -2.16002 0.00 0.01 -0.02
H 5.97186 0.26297 -1.76056 0.01 0.02 -0.02
H 5.89909 1.25854 0.59084 -0.04 -0.01 -0.02
Se -0.21894 1.93973 -4.24769 -0.34 -0.18 -0.40
Sb -1.63266 -0.39473 -4.29289 0.48 0.95 -0.45
Se -3.88622 0.16606 -4.89557 -0.03 -0.13 0.24
Se -0.46419 -2.06109 -5.58961 -0.04 0.05 0.02
Se -0.48342 0.64703 -2.30428 -0.51 -0.70 -0.66
O 0.22423 1.94245 1.46503 0.33 1.54 0.55
C 0.39458 2.66232 0.45108 0.11 0.32 -0.13
O 0.33273 2.32772 -0.75159 0.31 0.44 0.61
H 0.63960 3.73437 0.63046 0.00 0.06 0.07
```
Positions in Å, forces in eV/Å.

Calculated values
gap between HOMO and LUMO = 5.88 eV
DFT total energy = -16805.63642 Ha
largest force on an atom = 1.861 eV/A
E_LUMO = 1.8 eV
energy above the lowest of the compared OMol25 structures with the same formula, charge and spin = 154.02 kJ/mol
charge = -1

---

Entry 2:
Density functional theory data (ωB97M-V/def2-TZVPD) for C21H29N10O2SSbTi as an isolated structure.

Structure (XYZ):
```
65
Properties=species:S:1:pos:R:3:forces:R:3
Ti 0.94509 0.51344 0.15164 -0.03 -0.93 -0.26
C -0.96833 1.17941 -3.49677 0.00 -0.01 0.02
C -0.16214 0.00631 -3.02613 -0.02 -0.02 -0.04
C 0.10942 -1.06988 -3.84466 -0.03 0.04 -0.01
C 0.89556 -2.12435 -3.37833 0.03 -0.01 0.05
C 1.42503 -2.08208 -2.10454 -0.04 0.04 -0.02
C 1.12580 -0.97477 -1.31553 -0.06 -0.03 0.25
N 0.34730 -0.00111 -1.77500 0.06 0.17 0.13
Sb 3.30316 -1.66966 0.84281 0.00 0.02 0.00
C 3.73085 0.40790 0.30014 0.11 -0.15 0.15
C 5.01394 0.83271 0.59273 0.04 0.10 -0.11
C 5.49027 1.99108 -0.01509 -0.03 -0.02 0.02
C 4.68150 2.66406 -0.90863 -0.07 -0.01 -0.01
C 3.38222 2.21755 -1.13217 0.09 0.09 0.03
C 2.47733 2.91491 -2.10061 -0.01 0.03 0.02
N 2.92652 1.12421 -0.50873 -0.27 -0.01 0.19
C 1.75236 -1.36632 2.30094 0.06 -0.06 0.05
C 1.80870 -2.22374 3.38420 -0.02 0.02 0.00
C 0.87199 -2.09246 4.40104 0.01 0.00 -0.01
C -0.07884 -1.10317 4.29475 -0.02 0.03 -0.03
C -0.10486 -0.27538 3.17425 -0.02 -0.08 0.03
C -1.16234 0.77723 3.08022 -0.01 0.05 0.03
N 0.79568 -0.41713 2.18888 -0.04 0.25 -0.25
H -0.90757 1.26725 -4.57961 0.00 0.01 0.00
H -0.60640 2.11067 -3.05870 -0.01 -0.03 0.01
H -2.02409 1.06133 -3.24343 0.00 0.00 0.02
H -0.27583 -1.07816 -4.85528 0.00 0.00 0.00
H 1.09903 -2.96645 -4.02727 0.00 -0.01 0.00
H 2.04363 -2.88643 -1.73317 0.00 0.00 0.00
H 5.64433 0.26264 1.26202 0.01 -0.01 -0.02
H 6.49121 2.34566 0.19185 0.01 0.00 0.00
H 5.03742 3.54275 -1.42885 0.00 0.00 0.00
H 2.85298 2.77228 -3.11552 -0.02 0.00 -0.01
H 2.44227 3.98597 -1.90711 0.01 0.00 -0.01
H 1.46880 2.50264 -2.05911 0.01 0.00 0.00
H 2.58214 -2.97847 3.44529 0.00 0.00 -0.01
H 0.89811 -2.74613 5.26267 0.00 0.00 0.01
H -0.81607 -0.95317 5.07195 0.00 0.00 0.00
H -1.08099 1.46290 3.92472 0.00 0.00 0.01
H -2.14905 0.31339 3.12898 0.00 0.00 0.02
H -1.09094 1.34084 2.15881 0.00 -0.02 0.04
N -2.31694 0.53930 -0.08485 -0.05 -0.05 0.00
N -2.49558 1.81531 -0.61501 -0.01 -0.07 -0.06
C -1.52403 2.71703 -0.44957 -0.25 0.10 0.18
N -1.68987 3.95751 -0.88488 0.07 -0.10 0.01
N -0.45878 2.24047 0.22559 0.71 0.34 -0.57
N 0.56565 3.06222 0.58109 -0.11 0.18 0.44
O 1.35244 2.45764 1.33442 0.16 0.12 -0.34
O 0.72360 4.19560 0.20316 -0.18 0.08 0.13
H -2.18387 -0.16900 -0.79580 -0.04 -0.10 -0.09
H -3.07856 0.28902 0.53275 0.02 0.01 -0.01
H -3.31758 2.05785 -1.15123 0.01 -0.04 0.00
H -2.58377 4.27410 -1.22530 0.01 -0.02 -0.02
H -0.94050 4.62235 -0.76822 0.00 0.04 0.03
C -4.83725 -4.16334 1.57746 -0.02 0.01 0.00
N -3.53405 -3.52623 1.47572 0.01 -0.04 0.00
C -2.91483 -3.22251 0.33215 -0.05 -0.10 -0.01
N -3.61314 -3.39084 -0.81045 0.02 -0.04 0.05
S -1.32891 -2.63538 0.31161 -0.01 0.18 -0.05
H -5.09162 -4.26420 2.62805 0.00 -0.01 0.00
H -4.83437 -5.16000 1.13074 0.00 0.00 -0.01
H -5.60786 -3.55291 1.10451 0.00 0.00 0.00
H -2.95609 -3.46210 2.29664 -0.01 0.02 0.00
H -4.46267 -3.93235 -0.82720 0.00 0.01 0.00
H -3.08661 -3.33784 -1.66510 -0.01 0.02 0.00
```
Positions in Å, forces in eV/Å.

Calculated values
gap between HOMO and LUMO (alpha / beta) = 6.64 / 6.89 eV
DFT total energy = -3003.02893 Ha
largest force on an atom = 0.970 eV/A
spin multiplicity = 3
E_LUMO (alpha / beta) = -5.9 / -6.3 eV
energy above the lowest of the compared OMol25 structures with the same formula, charge and spin = 144.93 kJ/mol
charge = +2
expectation value of S² = 2.015

---

Entry 3:
Density functional theory data (ωB97M-V/def2-TZVPD) for an isolated ion of composition C21H29N2O3S and charge +1 at a distorted geometry.

Structure (XYZ):
```
56
Properties=species:S:1:pos:R:3:forces:R:3
C -0.07149 5.15290 -4.32323 -0.02 0.09 -0.01
C 0.09658 4.05304 -3.32793 0.02 -0.14 0.07
C 1.33964 3.81858 -2.74178 -0.05 -0.12 0.06
C 1.50305 2.81115 -1.80968 0.20 -0.01 0.07
C 0.41069 2.03615 -1.46492 -0.02 -0.42 0.48
S 0.62848 0.74043 -0.28372 0.18 -0.44 0.04
O -0.61670 0.51571 0.44225 -0.30 0.39 -0.39
O 1.75824 0.98223 0.57284 0.30 0.35 -0.42
N 0.97378 -0.65233 -1.14522 -0.18 1.13 0.16
C 1.56662 -1.77119 -0.44253 0.26 -0.22 0.63
C 0.80832 -2.26235 0.82110 0.36 -0.20 0.15
O -0.58394 -2.10126 0.75692 -0.49 -0.01 -0.26
C 1.34322 -1.55401 2.10307 0.43 0.02 -0.59
N 0.24477 -1.49690 3.08911 -0.34 -0.15 -0.25
C 0.01510 -0.14631 3.64881 -0.38 0.81 0.20
C -1.27467 -0.13260 4.45847 0.26 -0.10 0.23
C -1.21970 -1.17402 5.57225 -0.24 -0.06 -0.18
C -0.93544 -2.54840 4.97425 0.19 0.21 0.15
C 0.35096 -2.51042 4.15870 -0.25 -0.64 0.51
C 0.22038 -0.88130 -2.32944 -0.31 -0.04 -0.67
C -0.81755 -1.80367 -2.37936 0.03 0.03 0.09
C -1.52940 -1.97414 -3.55475 -0.03 -0.04 -0.04
C -1.21812 -1.22690 -4.67744 -0.02 0.01 -0.01
C -0.17185 -0.32043 -4.63190 0.04 0.03 -0.01
C 0.55314 -0.15264 -3.46594 0.03 -0.24 -0.11
C -0.83732 2.25363 -2.01805 -0.20 0.04 0.07
C -0.98730 3.26317 -2.95077 0.08 -0.08 0.10
H -0.22548 6.09777 -3.80174 -0.02 0.08 -0.02
H -0.93320 4.97686 -4.96099 -0.04 0.03 -0.07
H 0.81670 5.25778 -4.94111 0.03 0.03 -0.07
H 2.18335 4.43140 -3.02041 0.10 0.06 -0.02
H 2.45485 2.61703 -1.34130 0.17 0.05 0.00
H 1.63957 -2.58695 -1.16369 -0.01 0.17 0.04
H 2.57756 -1.47997 -0.14098 0.04 -0.19 -0.02
H 0.96572 -3.34378 0.91246 0.07 0.17 -0.01
H -0.78399 -1.16170 0.52262 -0.01 -0.26 0.00
H 2.19888 -2.09112 2.51043 -0.07 0.01 0.10
H 1.65475 -0.53881 1.84816 -0.10 -0.24 0.30
H -0.59308 -1.73405 2.49929 0.35 0.06 0.28
H -0.05126 0.55983 2.81809 0.14 -0.17 0.04
H 0.87055 0.11649 4.27515 0.05 -0.09 -0.09
H -1.41629 0.86285 4.87725 -0.01 0.05 -0.10
H -2.12029 -0.33653 3.79840 -0.07 0.04 -0.06
H -2.16510 -1.19220 6.11208 0.01 0.01 0.07
H -0.43548 -0.91245 6.28449 0.03 0.02 0.08
H -0.83313 -3.29256 5.76341 0.01 -0.08 -0.07
H -1.76582 -2.85417 4.33439 -0.04 -0.08 -0.03
H 0.54061 -3.48271 3.70039 0.09 0.11 -0.09
H 1.19803 -2.24742 4.79728 0.03 0.03 -0.16
H -1.06708 -2.39137 -1.50965 -0.02 -0.01 0.09
H -2.33373 -2.69279 -3.58833 -0.07 -0.07 -0.01
H -1.78035 -1.35923 -5.58848 -0.05 -0.02 -0.09
H 0.09118 0.24993 -5.50919 0.03 0.05 -0.09
H 1.38807 0.52951 -3.43467 0.07 0.06 -0.01
H -1.66909 1.63923 -1.71245 -0.15 -0.06 -0.03
H -1.95593 3.44101 -3.39204 -0.10 0.01 -0.05
```
Positions in Å, forces in eV/Å.

Calculated values
gap between HOMO and LUMO = 9.50 eV
DFT total energy = -1550.81810 Ha
largest force on an atom = 1.155 eV/A
structure (SMILES) = Cc1ccc(S(=O)(=O)N(C[C@H](O)C[NH+]2CCCCC2)c2ccccc2)cc1
E_LUMO = -2.0 eV
energy above the lowest of the compared OMol25 structures with the same formula, charge and spin = 0.00 kJ/mol
charge = +1

---

Entry 4:
Density functional theory data (ωB97M-V/def2-TZVPD) for one molecule with the formula C21H29N3O2.

Structure (XYZ):
```
55
Properties=species:S:1:pos:R:3:forces:R:3
C 0.71824 1.84182 4.42455 -0.26 -0.22 -0.32
C -0.60009 1.35040 3.85639 -0.19 0.29 0.46
O -0.37012 0.87042 2.53081 0.42 -0.02 0.00
C -1.43303 0.76295 1.73204 -0.21 -0.09 -0.16
O -2.55333 1.03126 2.08596 -0.07 0.03 0.04
C -1.06831 0.32684 0.31831 -0.09 0.02 -0.30
C -0.99970 1.61090 -0.53563 0.17 -0.01 0.28
C -0.04086 2.67706 -0.01108 -0.22 0.06 -0.22
C 0.08427 3.84626 -0.99773 0.11 -0.15 0.18
C 0.70908 3.40584 -2.29112 -0.06 0.15 -0.02
C -0.05783 3.22580 -3.43473 0.02 0.03 0.02
C 0.52120 2.78683 -4.61289 -0.02 -0.04 -0.11
C 1.87815 2.51959 -4.66222 0.02 -0.04 -0.11
C 2.65288 2.69763 -3.52831 0.10 -0.04 0.00
C 2.07136 3.13740 -2.35330 -0.03 0.00 0.00
C -2.19180 -0.56780 -0.22332 -0.06 -0.05 0.36
C -2.22429 -1.91244 0.49476 -0.18 0.10 -0.28
N -0.95356 -2.59346 0.33389 -0.04 -0.13 0.02
C -0.98303 -3.95393 0.84577 -0.13 0.01 -0.02
C 0.20601 -4.71188 0.36326 0.10 -0.18 0.18
C 1.01889 -5.65483 0.95512 -0.24 0.22 -0.02
C 1.95226 -5.99427 -0.03577 -0.17 0.13 -0.03
N 1.73680 -5.31423 -1.14406 0.54 -0.17 -0.66
N 0.67813 -4.55094 -0.89205 -0.30 0.07 0.34
C 0.10680 -1.81487 0.94982 0.29 0.12 -0.18
C 0.24313 -0.46071 0.26155 -0.04 -0.05 0.29
H 1.44552 1.03439 4.43323 0.12 -0.05 0.05
H 1.10932 2.65433 3.81780 0.06 0.10 -0.02
H 0.56862 2.19699 5.43993 0.01 0.04 0.11
H -1.34734 2.15079 3.81816 0.11 -0.17 0.04
H -1.00937 0.53179 4.45965 -0.01 0.11 -0.11
H -2.00457 2.03689 -0.59006 -0.06 0.00 -0.07
H -0.69829 1.32827 -1.54686 -0.07 -0.08 -0.01
H -0.40172 3.06097 0.94510 0.06 -0.01 0.07
H 0.94669 2.24327 0.14995 0.06 0.02 0.09
H 0.70195 4.62404 -0.54224 -0.07 0.06 -0.03
H -0.90586 4.26558 -1.18612 0.00 0.07 0.01
H -1.11818 3.43401 -3.40305 -0.11 0.03 0.02
H -0.08906 2.65304 -5.49437 -0.04 -0.01 -0.07
H 2.33117 2.17668 -5.58068 0.03 -0.02 -0.07
H 3.71348 2.49448 -3.56104 0.08 -0.01 0.00
H 2.68177 3.27946 -1.47247 0.07 0.02 0.11
H -3.15157 -0.06821 -0.08740 0.02 0.04 -0.06
H -2.02699 -0.73557 -1.28850 0.02 0.02 -0.05
H -3.00932 -2.53608 0.05835 0.01 0.02 0.09
H -2.46820 -1.75350 1.56065 -0.02 -0.07 -0.02
H -1.89275 -4.43525 0.46769 0.04 0.07 0.10
H -1.01866 -3.99128 1.94902 -0.02 -0.02 -0.10
H 0.95147 -6.04388 1.95017 -0.06 -0.03 0.23
H 2.75991 -6.69619 0.02265 0.19 -0.13 -0.05
H 0.32190 -3.90669 -1.57977 0.08 -0.04 0.07
H 1.04416 -2.36842 0.85197 -0.04 0.04 0.08
H -0.08658 -1.66551 2.02745 0.01 -0.07 -0.02
H 1.04929 0.09505 0.73760 0.04 0.01 -0.08
H 0.50190 -0.62106 -0.78682 0.03 0.02 -0.05
```
Positions in Å, forces in eV/Å.

Calculated values
gap between HOMO and LUMO = 9.67 eV
DFT total energy = -1132.38035 Ha
largest force on an atom = 0.875 eV/A
structure (SMILES) = CCOC(=O)C1(CCCc2ccccc2)CCN(Cc2ccn[nH]2)CC1
E_LUMO = 0.7 eV
energy above the lowest of the compared OMol25 structures with the same formula, charge and spin = 178.82 kJ/mol

---

Question: Among the records above, which one has the highest largest force on an atom?
Answer: C21H29KN8O4SbSe6

---

Question: Which of these has the lowest DFT total energy?
Answer: C21H29KN8O4SbSe6

---

Question: Which of these has the lowest largest force on an atom?
Answer: C21H29N3O2

---

Question: energy above the lowest of the compared OMol25 structures with the same formula, charge and spin of number 3 (C21H29N2O3S)?
Answer: 0.00 kJ/mol